Entry 1:
A structure of composition C29H23BBrF2N3O2Pd in a non-equilibrium geometry. Source: OMol25; level of theory: wB97M-V/def2-TZVPD.

CARTESIAN COORDINATES (ANGSTROEM)
Pd: -0.019754 -0.345509 -0.572235
C: 4.282810 0.749128 -1.225975
O: 3.723529 -0.117508 -2.264411
C: 2.503282 -0.394904 -1.905490
N: 2.041412 0.084222 -0.797444
C: 3.125394 0.968517 -0.229771
C: 3.489951 0.681634 1.207355
C: 4.199669 -0.467766 1.560474
C: 4.490747 -0.727225 2.891169
C: 4.081049 0.165002 3.875994
C: 3.385633 1.312124 3.527328
C: 3.090623 1.568645 2.194296
C: 1.649325 -1.180849 -2.809328
C: 1.997341 -1.843679 -3.972596
C: 0.984660 -2.495067 -4.669354
C: -0.329399 -2.477546 -4.208680
C: -0.584324 -1.786905 -3.038524
N: 0.391986 -1.163130 -2.387636
C: -1.858701 -1.585846 -2.328676
N: -1.875688 -0.983476 -1.185262
C: -3.296038 -0.779653 -0.797611
C: -4.046193 -1.504859 -1.944971
O: -2.984542 -1.956961 -2.856742
C: -3.620314 0.687635 -0.678396
C: -4.450189 1.129284 0.344003
C: -4.773342 2.475271 0.446601
C: -4.263706 3.383562 -0.469373
C: -3.439517 2.945366 -1.497799
C: -3.120186 1.600205 -1.604007
H: 4.607796 1.662347 -1.714559
H: 5.133470 0.229289 -0.799294
H: 2.756908 1.989887 -0.306568
H: 4.521562 -1.173207 0.804004
H: 5.047691 -1.614667 3.160599
H: 4.317934 -0.031179 4.913314
H: 3.080344 2.014629 4.291326
H: 2.561243 2.476275 1.922614
H: 3.019988 -1.847845 -4.323155
H: 1.221402 -3.023735 -5.583070
H: -1.124021 -2.981419 -4.741084
H: -3.474409 -1.287764 0.149294
H: -4.689206 -0.840766 -2.514953
H: -4.588512 -2.391059 -1.628840
H: -4.852915 0.421518 1.060841
H: -5.423497 2.813334 1.242040
H: -4.514858 4.432250 -0.387602
H: -3.054880 3.650661 -2.222314
H: -2.492559 1.269555 -2.425873
F: -1.409031 2.070643 1.030019
B: -0.416112 1.502158 0.405769
F: 0.487278 2.291044 -0.136158
Br: -0.765243 -1.937766 5.760776
C: -0.595016 -1.264459 4.019759
C: -1.703690 -0.720647 3.378622
C: -1.582517 -0.217401 2.099253
C: -0.340030 -0.239066 1.452081
C: 0.760423 -0.796913 2.098958
C: 0.631692 -1.314243 3.377546
H: -2.659027 -0.690802 3.884458
H: -2.455667 0.206457 1.631668
H: 1.726603 -0.850923 1.627271
H: 1.491336 -1.745894 3.870314

Atoms 1-6, force components in eV/Å:
-0.16 -0.60 -0.92
-0.02 0.02 0.00
-0.02 -0.04 -0.11
0.10 0.15 0.17
0.23 -0.10 -0.06
-0.02 0.04 0.12

Charge: +2
ΔE to the lowest compared entry with this formula, charge and spin, kcal/mol: 35.14
Gap between HOMO and LUMO, Eh: 0.2523
HOMO level, eV: -14.21
E_LUMO, hartree: -0.2701



Entry 2:
A structure of composition C11H9NNiO4S in a non-equilibrium geometry. Source: OMol25; level of theory: wB97M-V/def2-TZVPD.

CARTESIAN COORDINATES (ANGSTROEM)
Ni: 0.010669 0.244874 -0.905278
C: -0.322380 0.587062 0.802694
O: -0.391253 0.689219 1.964057
C: 0.278962 2.003628 -0.711947
O: 0.265302 3.166377 -0.701400
C: -1.723156 -0.044658 -0.407329
O: -2.848266 -0.323214 -0.287420
C: 1.796733 0.558818 -1.241404
O: 2.907509 0.283774 -1.067087
C: -0.001794 -1.436793 -4.059285
H: 0.919476 -2.009644 -3.976235
H: -0.920330 -2.008999 -3.947723
C: -0.006309 -0.138094 -4.367112
H: -0.932279 0.410330 -4.527824
H: 0.915251 0.410637 -4.549449
S: -0.015266 -2.338985 -0.350000
C: 0.176243 -2.679582 1.306033
N: -0.984964 -2.816099 2.041957
C: -1.023900 -3.025680 3.396096
C: 0.162505 -3.150017 4.095695
C: 1.352860 -3.186608 3.350147
C: 1.357078 -3.042614 1.977393
H: -1.874620 -2.720096 1.545912
H: -2.013890 -3.027316 3.859120
H: 0.151066 -3.202340 5.187032
H: 2.272938 -3.321727 3.897919
H: 2.238515 -3.265553 1.379739

Atoms 1-6, force components in eV/Å:
-0.35 -2.47 -1.83
1.60 -0.36 9.57
-0.23 -0.07 -4.53
-2.19 10.05 -1.15
0.70 -4.90 0.23
-7.92 -2.41 -1.80

Expectation value of S²: 2.0354
Charge: +2
ΔE to the lowest compared entry with this formula, charge and spin, kcal/mol: 38.25
Gap between HOMO and LUMO (spin up / spin down), Eh: 0.2437 / 0.2409
Spin multiplicity: 3
HOMO level (spin up / spin down), eV: -16.01 / -16.33
E_LUMO (spin up / spin down), hartree: -0.3446 / -0.3593



Entry 3:
A structure of composition C33H55BF2N8O4PTa in a non-equilibrium geometry. Source: OMol25; level of theory: wB97M-V/def2-TZVPD.

CARTESIAN COORDINATES (ANGSTROEM)
Ta: -0.616923 -0.036570 -0.944434
C: -3.193568 1.996198 -1.168610
C: -3.212179 0.721820 -0.650597
C: -2.709866 -0.187870 -1.657590
C: -2.493386 0.611419 -2.845704
C: -2.755028 1.928510 -2.524319
H: -3.487305 2.899777 -0.654922
H: -3.532857 0.427934 0.336737
H: -2.968837 -1.244461 -1.698657
H: -2.197150 0.230577 -3.810015
H: -2.675529 2.775037 -3.193298
N: 4.646387 0.950501 -3.742303
C: 3.299765 0.240213 -3.545308
C: 3.067195 -0.098366 -2.091477
C: 2.767592 1.106799 -1.166070
N: 1.576404 0.758569 -0.350097
C: 2.519257 2.411507 -1.935033
C: 1.625155 2.180282 -3.154943
N: 0.298143 1.865488 -2.581591
C: 2.158679 1.077916 -4.095840
H: 5.415506 0.383230 -3.378395
H: 4.663795 1.848814 -3.257285
H: 4.824660 1.127045 -4.733515
H: 3.399035 -0.678864 -4.122374
H: 3.884274 -0.702619 -1.689182
H: 2.193977 -0.745715 -2.093328
H: 3.626039 1.271749 -0.512323
H: 1.358147 1.522518 0.288238
H: 1.797263 -0.042842 0.237184
H: 3.467740 2.892252 -2.194575
H: 2.029024 3.133121 -1.277157
H: 1.562020 3.086903 -3.760554
H: -0.390934 1.733542 -3.316252
H: -0.034485 2.654941 -2.033280
H: 2.437295 1.519952 -5.055828
H: 1.347619 0.379692 -4.304359
N: -0.720195 0.010240 0.855856
P: -0.985368 0.254416 2.438736
N: -1.044125 1.840016 2.862259
C: 0.205211 2.615701 2.949855
C: 0.000684 3.806968 3.874676
C: -1.129230 4.690906 3.352385
C: -2.399421 3.864042 3.167268
C: -2.127361 2.661286 2.276030
N: -2.472825 -0.315412 2.785256
C: -2.911587 -1.601654 2.170989
C: -3.074273 -2.656947 3.251628
C: -4.239994 -2.274598 4.178703
C: -4.418120 -0.749192 4.235521
C: -3.083878 -0.031499 4.116467
N: 0.288797 -0.369124 3.253903
C: 0.278743 -0.315729 4.734950
C: 1.700232 -0.256914 5.282481
C: 2.628411 -1.272362 4.584189
C: 1.830534 -2.249105 3.727402
C: 1.045263 -1.506820 2.659336
H: 0.472162 2.986238 1.944205
H: 1.004738 1.967644 3.302659
H: 0.930457 4.372022 3.957196
H: -0.254624 3.431792 4.869430
H: -0.834454 5.122228 2.389267
H: -1.311551 5.517669 4.038384
H: -3.193359 4.469432 2.727435
H: -2.749106 3.510059 4.140928
H: -1.820148 2.996745 1.275831
H: -3.015456 2.044056 2.156168
H: -2.187706 -1.905827 1.418074
H: -3.867526 -1.438134 1.666587
H: -2.139424 -2.720982 3.817403
H: -3.239930 -3.632640 2.795232
H: -4.059700 -2.664711 5.180975
H: -5.162830 -2.731078 3.820334
H: -4.878476 -0.455703 5.178677
H: -5.080859 -0.407557 3.437444
H: -2.429779 -0.361457 4.927187
H: -3.217201 1.045245 4.214432
H: -0.249729 -1.182025 5.141997
H: -0.271098 0.576540 5.033582
H: 1.651839 -0.457877 6.353284
H: 2.093137 0.754887 5.168120
H: 3.213151 -1.817292 5.323607
H: 3.340613 -0.747925 3.941078
H: 1.157269 -2.841873 4.350663
H: 2.498155 -2.951071 3.226975
H: 0.379868 -2.188513 2.128061
H: 1.750445 -1.108493 1.926097
O: 0.073518 -2.872959 -2.290432
C: 0.161013 -2.041229 -3.262902
O: -0.040026 -0.810502 -3.125306
C: 0.570827 -2.586682 -4.576044
C: 1.418145 -3.690099 -4.618807
C: 1.920042 -4.120879 -5.837293
C: 1.536383 -3.444814 -6.977913
C: 0.653955 -2.380389 -6.968157
C: 0.178392 -1.938413 -5.745571
N: 2.138694 -3.852624 -8.277768
O: 2.951289 -4.747738 -8.247697
O: 1.786330 -3.241759 -9.260462
H: 1.690994 -4.196457 -3.702911
H: 2.586161 -4.967682 -5.914155
H: 0.353885 -1.924356 -7.900312
H: -0.504174 -1.100125 -5.696408
F: 1.428126 -2.029569 -0.560694
B: 0.064858 -2.270407 -0.923460
F: -0.565713 -3.107930 -0.045853

Atoms 1-6, force components in eV/Å:
0.46 0.93 -1.64
0.14 0.07 0.04
0.06 -0.07 0.04
-0.56 -0.34 -0.25
-0.14 0.17 0.07
0.02 -0.10 -0.06

Charge: +2
Gap between HOMO and LUMO, Eh: 0.2723
HOMO level, eV: -12.90
E_LUMO, hartree: -0.2017



Entry 4:
The molecule C20H20N2O4 in a non-equilibrium geometry. Source: OMol25; level of theory: wB97M-V/def2-TZVPD.

CARTESIAN COORDINATES (ANGSTROEM)
C: 2.580027 3.845398 3.185001
C: 3.746782 3.538620 2.253808
C: 3.754904 4.436427 1.022714
O: 3.766567 2.140317 1.882314
C: 2.766812 1.619294 1.189100
O: 1.774566 2.176942 0.811698
C: 3.052589 0.135564 0.912258
N: 1.971395 -0.451830 0.186485
N: 0.836211 -0.894699 0.792378
C: 0.010355 -1.122579 -0.158604
C: -1.372477 -1.651665 -0.007690
C: -2.386551 -0.558745 -0.265482
C: -3.417705 -0.353262 0.640916
C: -4.363003 0.632490 0.416814
C: -4.283328 1.426742 -0.713882
C: -3.256909 1.227365 -1.621395
C: -2.314247 0.238496 -1.401449
C: -1.526667 -2.869482 -0.904960
C: -2.488236 -2.954503 -1.899161
C: -2.574248 -4.088649 -2.690123
C: -1.702095 -5.144559 -2.497102
C: -0.741728 -5.066803 -1.502029
C: -0.656602 -3.936883 -0.710616
O: 0.523355 -0.847364 -1.386372
C: 1.790160 -0.382705 -1.171325
O: 2.574831 -0.039953 -2.007530
H: 2.581722 3.159534 4.029245
H: 1.637423 3.748857 2.653241
H: 2.673617 4.861502 3.557444
H: 4.693161 3.644670 2.797040
H: 3.890878 5.469393 1.330248
H: 4.569381 4.156427 0.358552
H: 2.815432 4.348019 0.484119
H: 3.186236 -0.394301 1.857077
H: 3.959945 0.056799 0.307911
H: -1.459821 -1.971800 1.036807
H: -3.483331 -0.969466 1.526145
H: -5.161481 0.781286 1.128744
H: -5.018233 2.198811 -0.887166
H: -3.188566 1.843530 -2.505622
H: -1.521115 0.084572 -2.117309
H: -3.175594 -2.137726 -2.059008
H: -3.327242 -4.143111 -3.462431
H: -1.769409 -6.025652 -3.117668
H: -0.058214 -5.887657 -1.342246
H: 0.090454 -3.877662 0.069108

Atoms 1-6, force components in eV/Å:
0.17 -0.23 -0.15
-0.16 0.56 0.07
0.03 -0.31 0.11
0.30 -0.12 0.13
-0.08 -0.54 -0.18
-0.05 0.11 -0.02

Structure (SMILES): CC(C)OC(=O)Cn1nc(C(c2ccccc2)c2ccccc2)oc1=O
ΔE to the lowest compared entry with this formula, charge and spin, kcal/mol: 22.09
Gap between HOMO and LUMO, Eh: 0.3576
HOMO level, eV: -8.95
E_LUMO, hartree: 0.0287



Entry 5:
A structure of composition C22H38P2Sn in a non-equilibrium geometry. Source: OMol25; level of theory: wB97M-V/def2-TZVPD.

CARTESIAN COORDINATES (ANGSTROEM)
P: -1.048129 -4.695772 0.876008
P: -0.400140 3.910174 0.465074
C: -0.896726 -0.198574 -0.333307
C: -1.073970 1.151523 -0.978215
H: -0.946249 -0.196686 0.760329
H: -1.601389 -0.937401 -0.730914
H: -0.678197 1.995572 -0.329556
H: -2.149362 1.362048 -1.130153
C: -1.771753 4.600714 -0.527344
H: -2.337861 5.174473 0.226670
H: -2.406084 3.791426 -0.922891
H: -1.428227 5.268813 -1.331971
C: 0.943682 4.513791 -0.624666
H: 0.611110 4.681335 -1.660310
H: 1.801468 3.824333 -0.605570
H: 1.240282 5.468377 -0.158888
C: -2.003745 -4.551439 -0.682111
H: -2.713366 -5.397091 -0.662919
H: -1.399950 -4.583532 -1.604044
H: -2.574750 -3.608218 -0.630004
C: 0.627310 -4.741400 0.115929
H: 1.126208 -3.761472 0.240876
H: 0.634439 -5.044216 -0.944729
H: 1.181343 -5.493550 0.705659
Sn: 1.152765 -0.612432 -0.996309
C: 1.180275 1.028344 -2.271767
C: -0.336093 1.169016 -2.365084
C: -1.042779 0.248665 -3.401219
C: -0.556459 -1.199309 -3.610099
C: 0.403888 -1.835297 -2.618301
C: 1.830004 -1.678475 -2.760774
C: 2.417602 -0.706638 -3.765025
C: 1.915410 0.751533 -3.587187
C: 1.969956 -1.256679 0.860651
H: 1.622208 1.865784 -1.711375
H: -0.505617 2.195395 -2.754462
H: -0.983221 0.758594 -4.377265
H: -2.116640 0.210863 -3.149880
H: -1.456727 -1.838080 -3.642660
H: -0.131471 -1.268007 -4.625392
H: 0.036921 -2.766496 -2.169721
H: 2.474469 -2.500228 -2.427566
H: 2.219131 -1.043025 -4.797265
H: 3.512715 -0.731361 -3.661005
H: 2.799023 1.410302 -3.622755
H: 1.298899 1.011062 -4.464297
H: 2.234158 -0.380706 1.471153
H: 2.868532 -1.860946 0.676035
H: 1.209834 -1.853719 1.384354
C: -1.244525 0.703780 3.014095
C: -0.749426 0.585741 4.313411
C: 0.496697 1.193937 4.702537
C: 0.901508 1.181512 6.028911
C: 0.105932 0.569280 7.015738
C: -1.079161 -0.094057 6.648903
C: -1.497096 -0.109879 5.327258
H: -0.778101 1.400106 2.318585
H: -2.161294 0.190721 2.744127
H: 1.100283 1.669838 3.923509
H: 1.839132 1.665889 6.311907
H: 0.411422 0.605123 8.063743
H: -1.682032 -0.589849 7.415233
H: -2.416062 -0.623518 5.026274

Atoms 1-6, force components in eV/Å:
0.29 0.09 0.17
0.30 0.46 0.15
0.05 -0.49 0.27
0.27 0.38 -0.72
0.00 -0.09 -0.35
0.15 0.07 0.15

ΔE to the lowest compared entry with this formula, charge and spin, kcal/mol: 0.00
Gap between HOMO and LUMO (spin up / spin down), Eh: 0.1062 / 0.1060
HOMO level (spin up / spin down), eV: -4.44 / -4.44
E_LUMO (spin up / spin down), hartree: -0.0569 / -0.0570



Entry 6:
A structure of composition C31H42N8O4S2Ti. Source: OMol25; level of theory: wB97M-V/def2-TZVPD.

CARTESIAN COORDINATES (ANGSTROEM)
Ti: -0.968971 0.155401 -0.520684
C: -0.321007 -3.327948 -1.725110
C: 0.415142 -1.999596 -1.680594
C: 0.309832 -1.191514 -2.840706
C: -0.824765 -1.466724 -3.798478
C: 1.344380 -0.301704 -3.162978
C: 1.373503 0.413970 -4.489468
C: 2.411548 -0.124303 -2.269670
C: 3.535024 0.818004 -2.611332
C: 2.468106 -0.841790 -1.066185
C: 3.673534 -0.684931 -0.173660
C: 1.468587 -1.785964 -0.763442
C: 1.616034 -2.648497 0.466059
H: -1.395174 -3.246578 -1.868390
H: -0.129282 -3.955391 -0.860813
H: 0.061126 -3.876989 -2.589061
H: -1.736482 -1.748234 -3.271778
H: -0.582085 -2.298026 -4.465816
H: -1.055311 -0.609678 -4.425354
H: 2.333963 0.252123 -4.978846
H: 1.266012 1.497218 -4.380377
H: 0.610153 0.066664 -5.176973
H: 3.853340 1.398758 -1.746544
H: 3.274180 1.513989 -3.402921
H: 4.415708 0.262531 -2.944477
H: 3.557996 -1.140147 0.804267
H: 3.946044 0.359018 -0.016194
H: 4.542350 -1.154851 -0.641808
H: 2.411830 -3.384768 0.333567
H: 0.711045 -3.201622 0.707970
H: 1.879362 -2.064247 1.346565
C: -3.097843 3.386007 -3.790472
C: -1.950167 2.399038 -4.029005
C: -0.923246 2.463850 -2.950530
N: -0.691846 1.547515 -2.075960
N: 0.261554 1.848649 -1.129793
C: 0.776848 3.046613 -1.317125
N: 1.712992 3.592047 -0.549125
S: 0.102510 3.841702 -2.706050
H: -3.850524 3.264658 -4.566349
H: -2.752184 4.419038 -3.823993
H: -3.571933 3.214930 -2.823060
H: -1.466955 2.607061 -4.986110
H: -2.316553 1.372365 -4.067511
H: 2.061384 3.106320 0.263409
H: 2.086028 4.509134 -0.735771
O: 5.553953 2.198749 6.814779
S: 5.020244 1.406687 5.743490
O: 4.879206 2.085163 4.461836
O: 5.476690 0.033588 5.646949
C: 3.285105 1.115931 6.175220
N: 2.798838 1.092609 7.425604
C: 1.510759 0.838418 7.573827
C: 0.634672 0.611520 6.504715
C: 1.242865 0.641844 5.264535
N: 2.534551 0.879637 5.112661
C: 0.622823 0.435579 3.937530
C: 1.449912 0.728206 2.835267
C: 1.023458 0.455009 1.575651
N: -0.201678 -0.074984 1.311113
C: -1.024607 -0.309930 2.367989
C: -0.655266 -0.075625 3.668502
H: 1.141681 0.820919 8.593528
H: -0.423150 0.452966 6.659152
H: 2.450031 1.104886 3.030463
H: 1.660654 0.624929 0.720541
H: -2.011028 -0.691352 2.138123
H: -1.342866 -0.316768 4.467619
C: -2.534754 2.376725 0.872046
O: -2.142019 1.258245 0.077930
H: -2.074621 3.274795 0.459377
H: -2.192172 2.212901 1.894131
H: -3.619006 2.459251 0.843200
C: -3.554279 -4.433690 1.129295
C: -3.414684 -3.172707 0.354399
C: -4.301676 -2.504276 -0.479722
C: -3.622393 -1.402340 -0.979351
N: -2.364235 -1.382394 -0.483922
N: -2.277889 -2.466470 0.335864
C: -4.115216 -0.388281 -1.953249
H: -4.597877 -4.604600 1.381297
H: -2.972420 -4.407287 2.049850
H: -3.210483 -5.278703 0.530164
H: -5.315653 -2.791996 -0.699308
H: -1.400721 -2.709359 0.770743
H: -5.159960 -0.156848 -1.753322
H: -4.055151 -0.785764 -2.968069
H: -3.547418 0.541733 -1.909780

Atoms 1-6, force components in eV/Å:
-0.53 0.24 -0.43
0.01 0.01 0.01
0.02 -0.14 -0.11
0.06 -0.04 0.00
0.00 0.04 -0.03
-0.02 0.02 0.05

Charge: +2
ΔE to the lowest compared entry with this formula, charge and spin, kcal/mol: 41.63
Gap between HOMO and LUMO, Eh: 0.0948
HOMO level, eV: -10.99
E_LUMO, hartree: -0.3092